(1)
Density functional theory data (ωB97M-V/def2-TZVPD) for a 10-piece molecular cluster, C60H159N9O31P10 overall at a distorted geometry.

Each line ends with the Löwdin charge.
Atoms and positions in Å:
1 C -5.044 -3.292 -0.296  -0.13
2 N -5.527 -3.052 1.043  -0.32
3 C -6.753 -2.376 1.120  -0.15
4 P -4.900 -3.870 2.340  0.51
5 O -5.563 -3.574 3.631  -0.29
6 N -5.019 -5.488 1.987  -0.31
7 C -4.310 -6.397 1.062  -0.10
8 C -6.290 -6.108 2.315  -0.13
9 N -3.229 -3.582 2.287  -0.28
10 C -2.634 -4.186 3.506  -0.12
11 C -2.674 -2.202 2.066  -0.09
12 H -5.787 -3.830 -0.952  0.10
13 H -4.192 -3.936 -0.367  0.05
14 H -4.880 -2.362 -0.849  0.08
15 H -6.733 -1.314 0.802  0.08
16 H -7.232 -2.428 2.097  0.07
17 H -7.455 -2.915 0.411  0.09
18 H -3.427 -5.930 0.714  0.03
19 H -3.982 -7.313 1.609  0.09
20 H -4.943 -6.653 0.141  0.10
21 H -6.830 -6.350 1.402  0.07
22 H -6.030 -7.047 2.876  0.09
23 H -6.868 -5.439 3.006  0.09
24 H -2.811 -5.253 3.622  0.08
25 H -1.565 -4.166 3.365  0.06
26 H -2.870 -3.636 4.408  0.08
27 H -2.808 -1.517 2.942  0.08
28 H -3.061 -1.683 1.161  0.08
29 H -1.577 -2.333 1.841  0.07
30 C 3.503 3.998 6.785  -0.08
31 N 2.211 3.735 6.063  -0.27
32 C 2.267 2.616 5.111  -0.10
33 P 0.698 4.144 6.528  0.53
34 O -0.266 4.028 5.350  -0.32
35 N 0.151 3.153 7.736  -0.29
36 C -1.240 2.807 7.946  -0.12
37 C 1.094 2.464 8.635  -0.08
38 N 0.888 5.707 7.110  -0.30
39 C -0.127 6.249 7.926  -0.15
40 C 1.476 6.794 6.324  -0.09
41 H 3.815 3.152 7.388  0.07
42 H 3.309 4.759 7.498  0.05
43 H 4.316 4.145 6.043  0.09
44 H 3.178 2.604 4.574  0.05
45 H 1.407 2.871 4.448  0.06
46 H 2.110 1.630 5.568  0.07
47 H -1.572 1.801 7.729  0.05
48 H -1.572 2.971 8.958  0.08
49 H -1.820 3.450 7.320  0.06
50 H 1.603 3.236 9.217  0.08
51 H 0.449 1.794 9.278  0.11
52 H 1.781 1.862 8.046  0.05
53 H -0.696 5.485 8.371  0.05
54 H 0.288 6.815 8.750  0.09
55 H -0.788 6.903 7.383  0.09
56 H 2.529 6.608 6.130  0.06
57 H 1.347 7.762 6.850  0.09
58 H 1.043 6.820 5.326  0.08
59 C 3.001 -0.961 -0.586  -0.11
60 N 2.267 0.187 -0.130  -0.25
61 C 2.948 1.430 -0.491  -0.12
62 P 0.656 -0.122 0.116  0.59
63 O 0.533 -1.470 0.806  -0.33
64 N 0.103 1.261 0.842  -0.27
65 C 0.860 1.740 2.016  -0.09
66 C -1.368 1.424 0.960  -0.07
67 N -0.235 -0.157 -1.338  -0.27
68 C -0.300 -1.513 -1.919  -0.08
69 C -0.396 0.993 -2.226  -0.09
70 H 2.621 -1.800 -0.087  0.04
71 H 4.089 -0.817 -0.413  0.10
72 H 2.958 -1.205 -1.635  0.06
73 H 2.277 2.254 -0.771  0.09
74 H 3.536 1.335 -1.365  0.03
75 H 3.632 1.875 0.261  0.08
76 H 0.539 2.761 2.161  0.09
77 H 0.706 1.067 2.886  0.07
78 H 1.934 1.631 1.835  0.06
79 H -1.528 2.416 1.366  0.07
80 H -1.931 1.338 0.101  0.03
81 H -1.819 0.654 1.604  0.08
82 H -1.285 -1.563 -2.398  0.09
83 H 0.507 -1.689 -2.530  0.03
84 H -0.239 -2.299 -1.122  0.08
85 H -0.564 1.791 -1.503  0.06
86 H -1.274 0.841 -2.846  0.06
87 H 0.453 1.133 -2.953  0.08
88 C -3.930 2.268 -2.128  -0.07
89 C -4.807 2.305 -0.930  -0.30
90 O -4.526 3.545 -0.320  -0.19
91 P -5.152 3.874 1.121  0.41
92 O -4.962 5.313 1.329  -0.23
93 O -4.444 2.899 2.142  -0.21
94 C -4.444 3.103 3.593  -0.18
95 C -3.147 3.953 3.877  -0.07
96 O -6.642 3.159 1.018  -0.22
97 C -7.617 4.205 0.468  -0.25
98 C -8.964 3.763 0.817  -0.10
99 H -2.931 2.488 -1.748  0.06
100 H -3.876 1.327 -2.595  0.05
101 H -4.177 3.044 -2.893  0.10
102 H -5.892 2.129 -1.054  0.12
103 H -4.497 1.493 -0.194  0.13
104 H -5.341 3.600 3.936  0.11
105 H -4.376 2.081 4.008  0.10
106 H -2.218 3.444 3.542  0.06
107 H -3.105 4.838 3.261  0.06
108 H -3.040 4.206 4.935  0.06
109 H -7.308 5.185 0.915  0.12
110 H -7.394 4.256 -0.592  0.11
111 H -9.797 4.438 0.611  0.08
112 H -9.234 2.801 0.342  0.09
113 H -8.965 3.627 1.909  0.09
114 C -1.910 0.534 -6.285  -0.06
115 C -1.052 -0.542 -6.906  -0.31
116 O -0.150 -1.144 -6.050  -0.19
117 P 1.351 -0.587 -5.921  0.45
118 O 1.525 0.589 -5.020  -0.24
119 O 2.062 -1.947 -5.481  -0.19
120 C 3.004 -1.897 -4.321  -0.22
121 C 4.274 -2.731 -4.598  -0.04
122 O 1.740 -0.272 -7.420  -0.18
123 C 3.061 -0.457 -7.905  -0.24
124 C 3.628 0.896 -8.330  -0.05
125 H -1.446 1.532 -6.481  0.10
126 H -2.828 0.488 -6.792  0.05
127 H -1.987 0.287 -5.241  0.06
128 H -1.689 -1.337 -7.260  0.12
129 H -0.535 -0.023 -7.711  0.11
130 H 3.207 -0.822 -4.099  0.07
131 H 2.422 -2.336 -3.485  0.09
132 H 4.482 -2.687 -5.665  0.07
133 H 5.027 -2.177 -3.974  0.09
134 H 4.273 -3.695 -4.213  0.04
135 H 3.630 -1.017 -7.204  0.09
136 H 3.029 -1.120 -8.813  0.14
137 H 4.481 0.846 -9.048  0.09
138 H 2.846 1.509 -8.722  0.06
139 H 3.955 1.554 -7.506  0.07
140 C -1.322 5.795 0.183  -0.05
141 C -0.099 6.696 0.379  -0.24
142 O 1.118 5.951 0.290  -0.17
143 P 2.463 6.675 0.613  0.39
144 O 2.645 7.366 1.920  -0.24
145 O 3.456 5.448 0.435  -0.20
146 C 4.446 5.155 1.498  -0.21
147 C 3.756 4.444 2.641  -0.07
148 O 2.456 7.683 -0.647  -0.19
149 C 3.474 8.708 -0.763  -0.26
150 C 4.834 8.236 -1.070  -0.08
151 H -1.494 5.495 -0.819  0.06
152 H -1.284 4.847 0.735  0.07
153 H -2.142 6.379 0.436  0.05
154 H -0.160 7.457 -0.400  0.12
155 H -0.159 7.168 1.410  0.14
156 H 5.080 4.438 1.057  0.09
157 H 4.946 6.066 1.731  0.10
158 H 4.442 3.912 3.304  0.08
159 H 3.150 5.102 3.186  0.05
160 H 3.077 3.700 2.183  0.07
161 H 2.965 9.418 -1.461  0.14
162 H 3.560 9.151 0.213  0.10
163 H 5.572 8.975 -1.289  0.07
164 H 5.246 7.509 -0.338  0.09
165 H 4.926 7.704 -1.990  0.06
166 C -1.065 -5.034 -6.168  -0.07
167 C -1.558 -4.002 -5.195  -0.21
168 O -3.026 -3.895 -5.361  -0.17
169 P -4.062 -3.796 -4.212  0.32
170 O -3.551 -4.191 -2.900  -0.22
171 O -4.595 -2.306 -4.122  -0.17
172 C -4.810 -1.567 -5.295  -0.31
173 C -5.998 -0.654 -5.052  -0.08
174 O -5.370 -4.508 -4.694  -0.18
175 C -5.323 -5.830 -5.262  -0.22
176 C -5.187 -6.964 -4.134  -0.05
177 H -1.274 -4.783 -7.210  0.08
178 H 0.062 -5.091 -6.071  0.10
179 H -1.486 -6.013 -5.851  0.09
180 H -1.247 -4.248 -4.176  0.12
181 H -1.168 -3.028 -5.410  0.09
182 H -3.923 -0.931 -5.448  0.09
183 H -5.058 -2.192 -6.200  0.13
184 H -6.849 -1.260 -4.586  0.10
185 H -5.725 0.034 -4.252  0.05
186 H -6.435 0.061 -5.867  0.11
187 H -6.295 -5.897 -5.784  0.12
188 H -4.504 -5.873 -6.024  0.11
189 H -4.413 -6.640 -3.377  0.07
190 H -6.130 -7.084 -3.648  0.05
191 H -4.868 -7.953 -4.571  0.08
192 C 3.509 3.922 -2.634  -0.05
193 C 3.429 3.315 -4.067  -0.24
194 O 4.684 2.960 -4.615  -0.21
195 P 5.490 1.709 -4.078  0.39
196 O 4.533 0.739 -3.573  -0.21
197 O 6.527 2.250 -3.007  -0.18
198 C 7.106 1.395 -1.955  -0.24
199 C 6.461 1.576 -0.661  -0.07
200 O 6.297 1.298 -5.410  -0.17
201 C 6.638 2.522 -6.226  -0.25
202 C 7.494 2.120 -7.355  -0.09
203 H 3.826 3.268 -1.868  0.01
204 H 4.261 4.758 -2.795  0.11
205 H 2.503 4.224 -2.436  0.07
206 H 2.786 2.412 -4.182  0.09
207 H 2.942 4.090 -4.726  0.13
208 H 7.105 0.398 -2.388  0.12
209 H 8.110 1.783 -1.966  0.12
210 H 5.490 1.139 -0.588  0.03
211 H 7.105 1.122 0.170  0.12
212 H 6.441 2.641 -0.421  0.08
213 H 5.771 3.071 -6.534  0.10
214 H 7.267 3.185 -5.565  0.13
215 H 8.500 1.859 -7.030  0.08
216 H 7.146 1.320 -7.962  0.06
217 H 7.688 2.970 -8.012  0.09
218 C 3.100 -1.701 3.007  -0.05
219 C 1.707 -1.839 3.582  -0.25
220 O 1.828 -1.135 4.815  -0.18
221 P 0.765 -1.289 5.968  0.39
222 O 1.174 -0.678 7.240  -0.22
223 O -0.686 -0.946 5.470  -0.16
224 C -1.054 0.416 5.242  -0.26
225 C -2.457 0.703 5.704  -0.07
226 O 0.442 -2.872 6.047  -0.19
227 C 1.430 -3.838 6.254  -0.28
228 C 0.770 -5.186 6.646  -0.05
229 H 3.195 -2.257 2.088  0.05
230 H 3.427 -0.699 2.696  0.08
231 H 3.868 -2.086 3.699  0.09
232 H 0.940 -1.422 2.933  0.08
233 H 1.408 -2.838 3.832  0.09
234 H -0.420 1.135 5.720  0.08
235 H -0.936 0.575 4.184  0.10
236 H -2.583 0.277 6.735  0.10
237 H -2.661 1.832 5.690  0.08
238 H -3.222 0.307 5.049  0.06
239 H 2.168 -3.949 5.437  0.12
240 H 1.933 -3.543 7.145  0.10
241 H 0.314 -5.624 5.761  0.07
242 H 1.538 -5.878 6.958  0.07
243 H 0.054 -5.112 7.440  0.07
244 C 4.174 -7.528 0.552  -0.09
245 C 4.478 -6.262 -0.143  -0.27
246 O 3.597 -5.914 -1.243  -0.17
247 P 2.075 -5.614 -1.179  0.38
248 O 1.535 -4.420 -1.879  -0.24
249 O 1.451 -6.955 -1.681  -0.18
250 C 0.901 -7.090 -3.019  -0.26
251 C 1.574 -8.209 -3.807  -0.07
252 O 1.802 -5.660 0.436  -0.22
253 C 0.748 -4.795 1.003  -0.20
254 C -0.653 -5.096 0.405  -0.05
255 H 5.027 -7.915 1.041  0.06
256 H 3.428 -7.236 1.284  0.07
257 H 3.845 -8.321 -0.233  0.13
258 H 4.509 -5.378 0.512  0.12
259 H 5.517 -6.373 -0.535  0.13
260 H -0.149 -7.311 -2.846  0.12
261 H 1.001 -6.109 -3.550  0.11
262 H 2.628 -8.003 -4.011  0.07
263 H 1.468 -9.117 -3.178  0.09
264 H 1.085 -8.230 -4.815  0.09
265 H 0.914 -4.990 2.032  0.09
266 H 1.028 -3.710 0.853  0.10
267 H -1.360 -4.475 0.951  0.04
268 H -0.620 -4.848 -0.675  0.07
269 H -0.929 -6.123 0.464  0.06

The gap between HOMO and LUMO comes out at 8.262 eV. As for the total charge: 0. Its SMILES is CN(C)P(=O)(N(C)C)N(C)C.CN(C)P(=O)(N(C)C)N(C)C.CN(C)P(=O)(N(C)C)N(C)C.CCOP(=O)(OCC)OCC.CCOP(=O)(OCC)OCC.CCOP(=O)(OCC)OCC.CCOP(=O)(OCC)OCC.CCOP(=O)(OCC)OCC.CCOP(=O)(OCC)OCC.CCOP(=O)(OCC)OCC.

(2)
Density functional theory data (ωB97M-V/def2-TZVPD) for C9H10F5NY as an isolated structure at a distorted geometry.

Each line ends with the Löwdin charge.
Atoms and positions in Å:
1 C -0.875 1.031 -1.861  -0.22
2 C 0.514 0.907 -2.188  -0.22
3 C 1.247 1.847 -1.391  -0.23
4 C 0.302 2.568 -0.588  -0.23
5 C -1.008 2.059 -0.870  -0.22
6 Y 0.243 0.182 0.185  1.36
7 N -1.296 -1.388 0.118  -0.26
8 C -0.548 -2.529 -0.284  -0.53
9 C 0.866 -2.029 -0.678  -0.29
10 H 2.317 2.043 -1.459  0.10
11 H 0.939 0.239 -2.942  0.10
12 H 0.534 3.419 0.057  0.10
13 H -1.948 2.437 -0.465  0.10
14 H -1.692 0.467 -2.317  0.10
15 H 0.989 -2.040 -1.764  -0.02
16 H -1.022 -3.072 -1.117  0.07
17 H -2.275 -1.598 0.316  0.01
18 H 1.659 -2.595 -0.179  -0.01
19 H -0.444 -3.255 0.550  0.07
20 F 0.342 -0.629 3.389  -0.02
21 C 0.668 0.528 2.706  -0.45
22 F 0.069 1.573 3.361  -0.01
23 C 2.179 0.703 2.758  -0.58
24 F 2.657 0.597 4.009  0.12
25 F 2.797 -0.264 1.983  0.08
26 F 2.534 1.927 2.256  0.09

The gap between HOMO and LUMO comes out at 6.816 eV. As for the total charge: -1.

(3)
Density functional theory data (ωB97M-V/def2-TZVPD) for C4H3CuO5 as an isolated structure at a distorted geometry.

Each line ends with the Löwdin spin population.
Atoms and positions in Å:
1 O -2.995 -0.861 -1.463  0.07
2 C -1.881 -0.405 -1.394  0.26
3 C -0.320 0.698 0.250  0.01
4 C 0.413 0.327 1.535  0.01
5 O 1.541 -0.453 1.125  0.01
6 C 1.655 -0.543 -0.189  0.02
7 O 0.743 0.240 -0.793  0.16
8 O 2.325 -1.326 -0.809  0.03
9 O -1.479 0.020 0.091  0.10
10 H -0.420 1.767 0.017  0.00
11 H -0.221 -0.296 2.174  0.00
12 H 0.766 1.209 2.080  0.00
13 Cu -0.125 -0.377 -2.623  1.34

The gap between HOMO and LUMO (alpha / beta) comes out at 7.023 / 7.859 eV. As for the total charge: 0. For the energy above the lowest of the compared OMol25 structures with the same formula, charge and spin, the calculation gives 0.0 kJ/mol. As for the spin multiplicity: 3.